Entry from the Open Molecules 2025 dataset: a single C4H7N3 molecule (wB97M-V/def2-TZVPD).

Calculated values
orbital gap = 10.457 eV
ΔE to the lowest compared entry with this formula, charge and spin = 13.8 kcal per mole
SMILES string = [H]/N=C(\C#N)NCC
maximum force = 0.0214 Eh/bohr
DFT total energy = -320.86124 hartree

Each line ends with the Löwdin charge.
CARTESIAN COORDINATES (ANGSTROEM)
H 1.133 -0.252 -2.629  0.061
N 1.011 0.186 -1.721  0.150
C -0.198 0.104 -1.325  -0.472
C -1.244 -0.618 -2.052  -0.138
N -2.046 -1.249 -2.597  0.160
N -0.644 0.669 -0.158  0.002
C 0.322 0.849 0.917  -0.239
C 0.466 -0.459 1.718  -0.078
H -1.553 0.356 0.151  0.132
H 1.266 1.141 0.452  0.098
H -0.008 1.699 1.523  0.111
H 0.096 -1.301 1.119  0.073
H -0.110 -0.447 2.648  0.068
H 1.509 -0.678 1.956  0.070

Entry from the Open Molecules 2025 dataset: a molecular structure, C4H7N3 (wB97M-V/def2-TZVPD).

Calculated values
orbital gap = 10.373 eV
ΔE to the lowest compared entry with this formula, charge and spin = 95.9 kcal per mole
maximum force = 0.0716 Eh/bohr
DFT total energy = -320.73051 hartree

Each line ends with the Löwdin charge.
CARTESIAN COORDINATES (ANGSTROEM)
C -1.448 -0.653 0.134  -0.142
C 0.001 0.701 0.173  -0.337
C 1.393 1.160 -0.066  -0.090
C 0.054 -0.733 -0.333  -0.201
H -1.608 -0.836 1.181  0.109
H -2.198 -1.099 -0.433  0.081
H -2.015 1.302 0.291  0.094
H -0.134 0.574 1.231  0.130
H 1.780 2.171 -0.162  0.104
H 1.899 -1.745 -0.509  0.138
H 0.040 -0.657 -1.406  0.134
N -1.397 0.763 -0.290  0.001
N 2.188 0.129 -0.036  0.000
N 1.446 -1.078 0.224  -0.022

Entry from the Open Molecules 2025 dataset: a single C4H7N3 molecule (wB97M-V/def2-TZVPD).

Calculated values
orbital gap (alpha / beta) = 8.027 / 8.026 eV
ΔE to the lowest compared entry with this formula, charge and spin = 84.0 kcal per mole
maximum force = 0.0294 Eh/bohr
DFT total energy = -320.74949 hartree

Each line ends with the Löwdin charge.
CARTESIAN COORDINATES (ANGSTROEM)
C -0.629 2.101 0.167  -0.109
N -1.045 0.965 -0.658  -0.019
C -0.497 -0.305 -0.472  -0.458
N -0.767 -1.394 -1.150  0.210
N 0.642 -2.577 -0.374  0.074
C 1.201 -1.654 0.382  -0.266
C 0.526 -0.472 0.520  -0.101
H 0.462 2.121 0.254  0.078
H -0.929 3.044 -0.310  0.083
H -1.055 2.090 1.182  0.082
H -1.949 1.057 -1.096  0.126
H 1.331 -3.290 -0.696  0.098
H 2.195 -1.775 0.817  0.117
H 0.511 0.089 1.434  0.086

Entry from the Open Molecules 2025 dataset: a molecular structure, C4H7N3 (wB97M-V/def2-TZVPD).

Calculated values
orbital gap = 9.968 eV
ΔE to the lowest compared entry with this formula, charge and spin = 70.1 kcal per mole
maximum force = 0.0777 Eh/bohr
DFT total energy = -320.77161 hartree

Each line ends with the Löwdin charge.
CARTESIAN COORDINATES (ANGSTROEM)
C 1.137 1.456 0.324  -0.069
C 0.141 0.589 -0.472  -0.271
N 0.563 -0.765 -0.713  0.054
C -0.420 -1.519 -0.122  -0.416
N -0.582 -2.771 -0.084  0.133
C -1.110 -0.290 0.348  -0.238
N -2.092 0.222 0.943  0.195
H 2.097 1.574 -0.207  0.076
H 1.353 0.989 1.288  0.077
H 0.765 2.474 0.507  0.073
H -0.147 1.134 -1.401  0.135
H -1.528 1.017 0.510  0.062
H 1.237 -1.099 -1.369  0.140
H -1.415 -3.010 0.447  0.049

Entry from the Open Molecules 2025 dataset: a molecular structure, C4H7N3 (wB97M-V/def2-TZVPD).

Calculated values
orbital gap = 8.490 eV
ΔE to the lowest compared entry with this formula, charge and spin = 87.4 kcal per mole
maximum force = 0.0901 Eh/bohr
DFT total energy = -320.74398 hartree

Each line ends with the Löwdin charge.
CARTESIAN COORDINATES (ANGSTROEM)
C -2.121 0.721 0.297  -0.103
C -0.988 0.117 -0.549  -0.154
C 0.393 0.065 -0.078  -0.441
C 1.483 -0.487 -0.739  -0.075
N 2.427 -0.501 0.236  -0.029
N 1.958 -0.097 1.402  -0.023
N 0.710 0.233 1.241  0.039
H -2.820 -0.069 0.585  0.064
H -1.754 1.194 1.215  0.062
H -2.723 1.482 -0.233  0.072
H -0.384 -1.058 -0.204  0.214
H -1.151 0.160 -1.632  0.106
H 1.619 -0.871 -1.743  0.121
H 3.352 -0.890 0.202  0.146

Entry from the Open Molecules 2025 dataset: a single C4H7N3 molecule (wB97M-V/def2-TZVPD).

Calculated values
orbital gap (alpha / beta) = 6.663 / 6.664 eV
ΔE to the lowest compared entry with this formula, charge and spin = 102.9 kcal per mole
maximum force = 0.0305 Eh/bohr
DFT total energy = -320.71924 hartree

Each line ends with the Löwdin charge.
CARTESIAN COORDINATES (ANGSTROEM)
C -1.269 0.756 -0.778  -0.027
C -1.182 -0.943 0.976  -0.111
N -0.336 0.137 0.212  -0.251
C 0.946 -0.243 -0.280  -0.392
N 1.193 -1.426 -0.618  0.234
C 1.912 0.849 -0.352  -0.126
N 2.707 1.688 -0.425  0.182
H -0.840 1.623 -1.298  0.096
H -2.144 1.014 -0.179  0.088
H -1.560 -0.052 -1.444  0.098
H -1.090 -1.757 0.223  -0.013
H -0.461 -1.303 1.745  -0.008
H -0.091 0.838 0.895  0.143
H 2.133 -1.528 -0.985  0.088

Entry from the Open Molecules 2025 dataset: a single C4H7N3 molecule (wB97M-V/def2-TZVPD).

Calculated values
orbital gap = 8.209 eV
ΔE to the lowest compared entry with this formula, charge and spin = 41.5 kcal per mole
SMILES string = C=N/C=C(\N)N=C
maximum force = 0.0607 Eh/bohr
DFT total energy = -320.81719 hartree

Each line ends with the Löwdin charge.
CARTESIAN COORDINATES (ANGSTROEM)
C 2.823 -0.693 -0.118  -0.061
N 1.818 0.111 -0.027  -0.036
C 0.592 -0.491 0.157  -0.174
C -0.562 0.211 0.220  -0.459
N -0.531 1.591 0.103  0.111
N -1.719 -0.475 0.477  0.045
C -2.678 -0.227 -0.352  -0.001
H 3.833 -0.278 -0.266  0.063
H 2.750 -1.793 -0.059  0.070
H 0.538 -1.572 0.281  0.105
H 0.448 1.886 0.148  0.082
H -1.065 1.995 0.866  0.096
H -3.649 -0.730 -0.220  0.073
H -2.595 0.466 -1.209  0.087

Entry from the Open Molecules 2025 dataset: a single C4H7N3 molecule (wB97M-V/def2-TZVPD).

Calculated values
orbital gap = 9.877 eV
ΔE to the lowest compared entry with this formula, charge and spin = 29.3 kcal per mole
SMILES string = Cc1cn(C)nn1
maximum force = 0.0449 Eh/bohr
DFT total energy = -320.83667 hartree

Each line ends with the Löwdin charge.
CARTESIAN COORDINATES (ANGSTROEM)
C 0.570 -2.435 0.037  -0.053
C 0.318 -1.009 0.421  -0.350
C -0.070 0.009 -0.404  -0.084
N -0.188 1.125 0.329  -0.137
C -0.615 2.379 -0.351  -0.021
N 0.158 0.763 1.699  0.041
N 0.437 -0.488 1.673  0.014
H 0.287 -3.129 0.830  0.074
H -0.023 -2.689 -0.847  0.073
H 1.618 -2.625 -0.217  0.074
H -0.276 -0.019 -1.460  0.123
H -1.465 2.866 0.125  0.081
H -0.940 2.139 -1.376  0.083
H 0.189 3.112 -0.459  0.082

Entry from the Open Molecules 2025 dataset: a single C4H7N3 molecule (wB97M-V/def2-TZVPD).

Calculated values
orbital gap = 9.306 eV
ΔE to the lowest compared entry with this formula, charge and spin = 87.5 kcal per mole
SMILES string = [H]/N=N\C#CNCC
maximum force = 0.0132 Eh/bohr
DFT total energy = -320.74393 hartree

Each line ends with the Löwdin charge.
CARTESIAN COORDINATES (ANGSTROEM)
H 2.922 -1.767 -0.691  0.045
N 3.816 -1.274 -0.515  0.037
N 3.554 -0.078 -0.248  -0.107
C 2.281 0.373 -0.256  -0.099
C 1.142 0.669 0.058  -0.101
N -0.132 0.883 0.337  -0.025
C -1.098 -0.199 0.164  -0.254
C -2.327 0.273 -0.584  -0.095
H -0.335 1.588 1.032  0.142
H -0.580 -0.964 -0.420  0.116
H -1.357 -0.622 1.144  0.117
H -2.082 0.514 -1.624  0.079
H -2.731 1.172 -0.105  0.073
H -3.076 -0.522 -0.554  0.074